Molecular formula: C43H35ClN4O4PtS3
Method: DFT, ωB97M-V/def2-TZVPD

net charge	0
HOMO-LUMO gap	7.572	eV
ΔE to the lowest compared entry with this formula, charge and spin	0.2	kcal per mole

Last column: Mulliken charge in e.
CARTESIAN COORDINATES (ANGSTROEM)
Pt 1.241 -0.229 -2.425  1.021
C -4.858 1.396 -6.157  -1.497
C -4.441 1.967 -4.831  0.797
C -3.198 1.645 -4.291  -0.743
C -2.800 2.141 -3.061  -0.226
C -3.668 2.965 -2.363  1.064
C -4.897 3.330 -2.890  -0.696
C -5.281 2.821 -4.119  -0.738
S -3.169 3.678 -0.807  -0.304
O -1.781 3.209 -0.536  -0.065
C -4.271 2.841 0.348  1.546
C -4.992 3.738 1.168  -0.834
C -5.819 3.275 2.146  -1.315
C -5.963 1.885 2.355  0.992
C -6.812 1.378 3.372  -0.924
C -6.949 0.035 3.559  -0.707
C -6.242 -0.870 2.736  -0.775
C -5.414 -0.412 1.753  -0.724
C -5.246 0.982 1.534  0.486
C -4.372 1.481 0.517  -1.192
C -3.679 0.473 -0.340  -0.780
C -4.424 -0.136 -1.398  0.845
C -5.739 0.278 -1.723  -0.856
C -6.416 -0.299 -2.760  -0.789
C -5.817 -1.322 -3.524  -0.769
C -4.552 -1.743 -3.229  -0.950
C -3.828 -1.164 -2.160  0.991
C -2.518 -1.598 -1.845  -1.625
C -1.819 -1.025 -0.830  -0.866
C -2.408 0.024 -0.085  2.283
S -1.401 0.765 1.215  0.137
O 0.017 0.666 0.726  -0.095
C -1.565 -0.572 2.396  0.571
C -2.561 -0.495 3.356  -0.491
C -2.708 -1.530 4.268  -0.934
C -1.858 -2.632 4.240  0.925
C -2.037 -3.768 5.211  -1.556
C -0.845 -2.669 3.283  -0.739
C -0.691 -1.647 2.362  -0.247
H -4.949 0.309 -6.091  0.284
H -4.116 1.613 -6.926  0.374
H -5.817 1.799 -6.481  0.360
H -2.521 0.990 -4.829  0.479
H -1.830 1.885 -2.649  0.392
H -5.553 4.001 -2.344  0.426
H -6.244 3.092 -4.535  0.347
H -4.870 4.803 1.007  0.510
H -6.371 3.964 2.774  0.391
H -7.351 2.081 3.996  0.423
H -7.600 -0.342 4.336  0.420
H -6.356 -1.935 2.889  0.471
H -4.869 -1.114 1.136  0.449
H -6.204 1.071 -1.150  0.513
H -7.417 0.035 -3.002  0.433
H -6.364 -1.770 -4.344  0.409
H -4.076 -2.523 -3.811  0.465
H -2.066 -2.384 -2.436  0.391
H -0.816 -1.359 -0.601  0.743
H -3.218 0.367 3.396  0.653
H -3.488 -1.475 5.018  0.379
H -2.544 -3.438 6.117  0.376
H -1.078 -4.202 5.492  0.394
H -2.639 -4.563 4.765  0.289
H -0.165 -3.514 3.261  0.447
H 0.105 -1.665 1.628  -0.023
S 1.512 1.760 -3.465  -0.460
C 1.561 2.938 -2.236  0.757
N 1.091 2.692 -0.994  1.056
C 1.153 3.594 -0.010  0.094
C 1.681 4.826 -0.262  -0.801
C 2.098 5.053 -1.579  -0.233
N 2.045 4.156 -2.536  -0.650
H 0.658 1.788 -0.780  -0.857
H 0.759 3.270 0.941  0.357
H 1.754 5.582 0.503  0.457
H 2.499 6.022 -1.862  0.420
C 4.707 0.545 2.014  -0.992
N 3.847 -0.232 1.132  0.153
C 3.498 -1.506 1.441  0.157
C 2.665 -2.232 0.670  -1.248
C 2.145 -1.571 -0.484  1.154
O 1.282 -2.054 -1.276  -0.879
N 2.547 -0.326 -0.814  -0.351
C 3.365 0.420 -0.020  0.317
O 3.712 1.564 -0.245  -0.689
H 5.263 -0.139 2.652  0.350
H 4.118 1.223 2.631  0.292
H 5.395 1.135 1.415  0.310
H 3.938 -1.901 2.346  0.355
H 2.390 -3.248 0.902  0.501
Cl -0.173 -0.718 -4.176  -0.592

Atoms 1-2, force components in eV/Å:
Pt 0.17 0.03 -0.31
C 0.00 -0.01 0.00

---

Molecular formula: C43H35LaN8S5
Method: DFT, ωB97M-V/def2-TZVPD

net charge	0
HOMO-LUMO gap	5.566	eV
ΔE to the lowest compared entry with this formula, charge and spin	146.1	kcal per mole

Last column: Mulliken charge in e.
CARTESIAN COORDINATES (ANGSTROEM)
La -0.054 -0.429 0.554  0.964
S -2.019 -1.910 -0.874  -0.444
C -1.404 -2.804 -2.260  0.690
C -2.335 -3.553 -3.000  -0.627
C -1.965 -4.343 -4.070  -0.616
C -0.627 -4.434 -4.441  -0.698
C 0.308 -3.705 -3.734  -0.544
C -0.068 -2.874 -2.675  -0.056
S 1.248 -1.917 -1.940  -0.150
C 1.787 -0.912 -3.387  -1.209
C 1.773 0.576 -3.143  1.168
C 2.979 1.183 -3.137  -1.543
C 3.498 2.552 -2.897  -0.361
C 1.548 3.621 -1.519  1.241
C 0.152 2.287 -2.990  0.224
C -0.340 2.663 -0.106  -0.469
S -0.479 2.604 1.764  -0.356
C 1.162 2.737 2.418  0.415
C 1.808 3.972 2.363  -0.267
C 3.085 4.131 2.869  -0.780
C 3.702 3.043 3.477  -0.652
C 3.054 1.824 3.557  -0.716
C 1.774 1.622 3.019  0.519
S 1.072 -0.001 3.146  -0.487
N 0.466 1.026 -2.990  -0.312
H -3.375 -3.489 -2.705  0.464
H -2.721 -4.894 -4.615  0.363
H -0.318 -5.065 -5.263  0.392
H 1.357 -3.769 -4.000  0.434
H 1.087 -1.166 -4.180  0.560
H 2.783 -1.257 -3.649  0.487
H 3.800 0.502 -3.344  0.266
H 4.113 2.908 -3.716  0.525
H 1.346 4.573 -1.018  0.530
H -0.886 1.246 -1.520  0.760
H -0.749 3.633 -0.358  1.142
H 1.291 4.813 1.915  0.501
H 3.584 5.090 2.807  0.432
H 4.696 3.147 3.894  0.364
H 3.541 0.980 4.029  0.464
C -3.757 -1.114 3.244  -0.654
C -4.906 -0.632 2.626  -0.977
C -4.774 0.194 1.532  -0.707
C -3.506 0.524 1.044  -0.226
N -2.408 0.021 1.621  0.716
C -2.541 -0.760 2.702  0.263
N -3.526 1.450 -0.003  -0.287
C -2.592 1.951 -0.703  -0.307
N -1.203 1.559 -0.590  0.223
C -0.712 3.242 -2.765  0.088
N 0.765 3.618 -2.834  -0.622
C 1.109 2.526 -0.569  -1.047
C 2.959 3.629 -2.030  -1.212
C 4.154 2.879 -1.515  -0.258
C 4.121 1.833 -0.501  -1.324
C 3.068 1.190 -0.003  -1.038
N 1.697 1.502 -0.090  1.468
C -1.965 3.799 -2.378  0.490
C -2.275 5.109 -2.800  -0.942
C -3.520 5.650 -2.597  -0.684
C -4.516 4.899 -1.960  -0.583
C -4.205 3.660 -1.456  -1.110
C -2.918 3.106 -1.592  0.584
H -3.799 -1.743 4.122  0.329
H -5.888 -0.886 3.004  0.400
H -5.629 0.619 1.027  0.537
H -1.615 -1.102 3.158  0.085
H 3.208 4.619 -2.393  0.471
H 5.095 3.409 -1.575  0.554
H 5.087 1.455 -0.182  0.468
H 3.245 0.355 0.666  0.481
H -1.514 5.654 -3.344  0.476
H -3.740 6.647 -2.958  0.388
H -5.513 5.302 -1.840  0.407
H -4.939 3.097 -0.897  0.455
C -2.529 -6.675 2.875  -1.471
C -1.765 -5.426 3.167  0.836
C -1.810 -4.728 4.335  -1.034
C -1.063 -3.533 4.417  1.087
N -0.299 -3.095 3.436  -0.107
C -0.209 -3.810 2.294  0.070
S 0.731 -3.373 0.974  -0.472
N -0.979 -4.939 2.181  0.058
C -1.130 -2.668 5.637  -1.237
H -3.028 -7.033 3.771  0.366
H -1.864 -7.456 2.504  0.394
H -3.282 -6.482 2.108  0.329
H -2.420 -5.071 5.158  0.405
H -0.934 -5.401 1.281  0.276
H -1.403 -3.240 6.523  0.482
H -1.884 -1.891 5.484  0.185
H -0.175 -2.166 5.782  0.308

Atoms 1-2, force components in eV/Å:
La 0.36 0.14 0.30
S -0.21 0.01 -0.19

---

These records have highest occupied orbital energy values of -0.285 -0.226 hartree, in the order they appear.
These records have LUMO values of -0.19 -0.58 eV, in the order they appear.
These records have max |F| values of 0.37 0.49 eV Å⁻¹, in the order they appear.